The following is a quantum chemistry calculation of C27H73F6N6O7PZn as an isolated structure in a non-equilibrium geometry, from OMol25.

Geometry as XYZ:
```
121
C27H73F6N6O7PZn wB97M-V/def2-TZVPD
Zn 1.04972 0.55420 -0.69817
C 2.66994 0.52907 -3.58005
C 1.71963 1.69600 -3.34261
C 0.90238 1.95848 -4.64459
O 0.79995 1.44193 -2.30720
H 2.19688 -0.31883 -4.13265
H 3.12498 0.04464 -2.72116
H 3.54238 0.89405 -4.16875
H 2.31940 2.61660 -3.09604
H 1.59618 2.13554 -5.49940
H 0.19085 2.72207 -4.56443
H 0.41764 0.99520 -4.82719
P 2.25804 -0.94437 3.95920
F 2.74122 -2.34541 3.20189
F 3.06995 -0.07437 2.80595
F 1.00221 -0.83725 2.97298
F 1.84715 0.52381 4.63941
F 1.47135 -1.79415 5.00940
F 3.66550 -0.96648 4.87359
C 3.43207 -3.03118 0.16992
C 2.38892 -2.12333 -0.47199
C 0.94110 -2.56555 -0.16411
O 0.09046 -1.50646 -0.54783
C -1.32713 -1.72959 -0.26258
N 2.63210 -0.68942 -0.05028
H 3.33542 -3.01818 1.22159
H 4.35783 -2.54478 -0.08051
H 3.40492 -3.99747 -0.23490
H 2.54270 -2.08377 -1.54820
H 0.89384 -2.94028 0.90345
H 0.65535 -3.40655 -0.74734
H -1.58264 -2.62006 -0.81088
H -1.85351 -0.90497 -0.58203
H -1.46370 -1.89605 0.78985
H 3.43138 -0.32050 -0.46742
H 2.73952 -0.60821 0.96788
C -1.74576 -1.09165 4.95048
C -1.85861 -0.45357 3.58758
C -3.31654 -0.34273 3.18281
O -3.84297 -1.63356 3.02010
C -5.19071 -1.54689 2.63277
N -1.42899 0.90760 3.59183
H -0.75057 -1.22667 5.37804
H -2.21765 -2.12001 5.03067
H -2.20766 -0.44943 5.76952
H -1.21433 -0.92068 2.87194
H -3.45786 0.35474 2.31843
H -3.79691 0.17955 4.02739
H -5.57504 -2.55276 2.54759
H -5.37269 -1.03781 1.68797
H -5.88394 -0.89506 3.24660
H -0.49833 1.06465 3.94670
H -2.06822 1.42552 4.19774
C -3.34724 1.61081 -4.32491
C -2.94820 1.91800 -2.86947
C -4.23157 2.09971 -2.04618
O -5.05664 3.08394 -2.60192
C -4.46557 4.37668 -2.54198
N -2.10542 0.88109 -2.21348
H -4.21878 2.22224 -4.67679
H -3.71359 0.59009 -4.32642
H -2.52022 1.69321 -5.03547
H -2.33847 2.87251 -2.81505
H -4.06117 2.27352 -1.02144
H -4.77735 1.12774 -2.06788
H -5.29557 5.00759 -2.87342
H -3.54061 4.49737 -3.21634
H -4.14589 4.62933 -1.51432
H -1.11769 0.96510 -2.47801
H -2.46548 -0.02552 -2.37576
C 7.78131 -1.93631 2.79623
C 6.85239 -0.80530 3.15106
C 7.62536 0.48088 3.00507
O 6.77669 1.61834 3.10414
C 6.12593 1.81549 4.34521
N 5.71663 -0.85991 2.19428
H 7.27878 -2.85339 2.92896
H 8.68671 -1.99808 3.34199
H 8.06213 -1.81600 1.74695
H 6.56800 -0.91469 4.21857
H 7.94373 0.53773 2.01053
H 8.38949 0.50074 3.79977
H 6.82070 1.48311 5.17386
H 5.19463 1.20839 4.42680
H 5.79329 2.86921 4.36345
H 4.87494 -0.49519 2.59930
H 5.52985 -1.84538 2.07247
C -4.24542 -3.11336 -6.02082
C -3.70856 -2.34966 -4.74305
C -4.72857 -2.42071 -3.68154
O -4.34180 -1.73341 -2.48661
C -5.28775 -2.00970 -1.44535
N -2.52106 -3.07991 -4.20523
H -4.57980 -4.14343 -5.76877
H -3.47932 -3.24504 -6.81083
H -5.03578 -2.62799 -6.48880
H -3.42146 -1.32631 -5.03638
H -4.80334 -3.51562 -3.41858
H -5.73345 -2.27591 -4.05626
H -4.84087 -1.82411 -0.45708
H -5.64202 -3.05213 -1.42127
H -6.16312 -1.42781 -1.58172
H -1.73369 -2.87619 -4.87264
H -2.13661 -2.70324 -3.38870
C -1.72375 3.37481 1.17501
C -0.52671 2.62284 0.48067
C 0.74104 2.85652 1.23640
O 1.83211 2.21762 0.49740
C 3.19067 2.47778 1.02799
N -0.74285 1.19261 0.26990
H -1.73986 3.07668 2.25113
H -2.67176 3.19932 0.70784
H -1.57521 4.48868 0.93353
H -0.38712 3.08748 -0.51280
H 0.71116 2.55226 2.30192
H 0.78985 3.92942 1.32492
H 3.94493 2.13053 0.29898
H 3.25801 1.91914 1.93117
H 3.27173 3.53355 1.20197
H -1.10644 0.76025 1.08862
H -1.31145 0.98643 -0.56378
```

Summary:
Molecular weight ... 804.3 g mol⁻¹
HOMO energy ... -8.9 eV
Total charge ... 0
Kohn-Sham gap ... 0.335 Ha

Mulliken atomic charge list, values in e, 8 entries: atom 1 (Zn): 0.86, atom 2 (C): -1.29, atom 3 (C): 0.59, atom 4 (C): -1.39, atom 5 (O): -0.98, atom 6 (H): 0.21, atom 7 (H): 0.26, atom 8 (H): 0.45